{
  "formula": "C6H17NO",
  "method": "ωB97M-V/def2-TZVPD",
  "charge": 0,
  "relative_energy_kcal_mol": 88.4,
  "spin_multiplicity": 1,
  "largest_force_ev_per_a": 5.7,
  "smiles": "CCCCCNC.O",
  "total_energy_ha": -368.65994,
  "homo_lumo_gap_ev": 9.57,
  "species": ["C", "C", "C", "C", "C", "N", "C", "H", "H", "H", "H", "H", "H", "H", "H", "H", "H", "H", "H", "H", "H", "H", "H", "H", "O"],
  "positions_angstrom": [[1.6811, 1.3960, -1.9786], [1.6240, 0.0238, -1.2502], [0.2832, -0.6955, -1.4208], [-0.9963, 0.1200, -1.1390], [-0.8740, 0.7311, 0.2714], [-1.9048, -0.0211, 1.2515], [-1.5073, -1.4155, 1.5545], [1.8257, 2.2522, -1.4488], [0.7453, 1.4405, -2.4433], [2.2379, 1.2463, -2.9583], [2.4256, -0.5986, -1.4505], [1.9121, 0.2969, -0.2549], [0.3586, -0.9434, -2.5186], [0.3830, -1.6515, -0.9377], [-1.9041, -0.4258, -1.2874], [-1.2206, 1.0054, -1.8536], [-0.6683, 1.8473, 0.2623], [0.0968, 0.5249, 0.6984], [-2.8184, 0.0010, 0.7021], [-0.5923, -1.7735, 1.9177], [-2.1042, -1.4614, 2.5977], [-1.6988, -2.0526, 0.5905], [1.8269, -0.3274, 2.9993], [0.3681, -0.2757, 2.2946], [1.3620, 0.0105, 2.2634]]
}

{
  "formula": "C6H17NO",
  "method": "ωB97M-V/def2-TZVPD",
  "charge": 0,
  "relative_energy_kcal_mol": 28.0,
  "spin_multiplicity": 1,
  "largest_force_ev_per_a": 2.4,
  "smiles": "CCCNCCC.O",
  "total_energy_ha": -368.75622,
  "homo_lumo_gap_ev": 9.91,
  "species": ["C", "C", "C", "N", "C", "C", "C", "H", "H", "H", "H", "H", "H", "H", "H", "H", "H", "H", "H", "H", "H", "H", "H", "H", "O"],
  "positions_angstrom": [[-0.9705, -1.0350, -1.4900], [-1.2606, -2.5170, -1.8475], [-1.0964, -0.7452, 0.0053], [0.1049, -0.1377, 0.6369], [0.1805, 1.3395, 0.5179], [1.5342, 1.8241, -0.0069], [1.6677, 1.7860, -1.5304], [0.0281, -0.8755, -1.8820], [-1.7814, -0.4952, -1.9526], [-1.9591, -3.1044, -1.2702], [-1.4124, -2.6123, -2.9214], [-0.3064, -3.0591, -1.7900], [-1.3718, -1.5965, 0.6290], [-1.9100, -0.0577, 0.2477], [0.9103, -0.5652, 0.1994], [-0.0367, 1.7894, 1.4785], [-0.6537, 1.6369, -0.1242], [1.4741, 2.9022, 0.1971], [2.3395, 1.3333, 0.5373], [2.7276, 1.8398, -1.7410], [1.1984, 2.6237, -2.0444], [1.4335, 0.8415, -2.0290], [-0.4094, -1.1997, 3.0625], [0.1625, 0.1713, 2.7286], [-0.1605, -0.3664, 3.4641]]
}

{
  "formula": "C6H17NO",
  "method": "ωB97M-V/def2-TZVPD",
  "charge": 0,
  "relative_energy_kcal_mol": 39.2,
  "spin_multiplicity": 1,
  "largest_force_ev_per_a": 3.1,
  "smiles": "CCNCC(C)C.O",
  "total_energy_ha": -368.73837,
  "homo_lumo_gap_ev": 8.97,
  "species": ["C", "N", "C", "C", "C", "C", "C", "H", "H", "H", "H", "H", "H", "H", "H", "H", "H", "H", "H", "H", "H", "H", "H", "H", "O"],
  "positions_angstrom": [[0.2666, -0.3715, 1.4921], [1.1106, 0.5495, 0.7087], [0.9514, 0.4560, -0.7464], [-0.3159, 1.1043, -1.4615], [-1.7297, 0.9316, -0.7900], [-0.3945, 0.4061, -2.8213], [-0.4165, 0.2211, 2.7761], [0.8552, -1.2041, 1.8456], [-0.5161, -0.9668, 0.9927], [0.9738, 1.4827, 1.0758], [1.8578, 0.9316, -1.1749], [1.0448, -0.6231, -0.9112], [-0.0611, 2.1569, -1.5708], [-1.6865, -0.1125, -0.4558], [-1.7341, 1.4696, 0.1702], [-2.5499, 0.9940, -1.4904], [-0.5908, 1.1011, -3.6533], [-1.1879, -0.3501, -2.7327], [0.3949, -0.2501, -3.1727], [-0.0917, -0.4282, 3.5820], [-1.4854, 0.2668, 2.6014], [0.0050, 1.1850, 3.0723], [1.1886, -3.3835, 0.5200], [2.4835, -2.6345, 0.9124], [1.6280, -2.9317, 1.2317]]
}

{
  "formula": "C6H17NO",
  "method": "ωB97M-V/def2-TZVPD",
  "charge": 0,
  "relative_energy_kcal_mol": 25.5,
  "spin_multiplicity": 1,
  "largest_force_ev_per_a": 1.7,
  "smiles": "CCCCCCN.O",
  "total_energy_ha": -368.76023,
  "homo_lumo_gap_ev": 10.42,
  "species": ["C", "C", "C", "C", "C", "C", "N", "H", "H", "H", "H", "H", "H", "H", "H", "H", "H", "H", "H", "H", "H", "H", "H", "H", "O"],
  "positions_angstrom": [[0.0499, -1.7083, -2.6296], [-1.0064, -1.2497, -1.6105], [-0.5715, -1.2434, -0.1293], [0.2435, 0.0288, 0.2242], [-0.5808, 1.3030, 0.4379], [-0.9612, 1.7145, 1.8570], [-0.0862, 1.0350, 2.8403], [0.2962, -2.7706, -2.5454], [0.9374, -1.0958, -2.5044], [-0.4590, -1.7352, -3.5955], [-1.9733, -1.7249, -1.7619], [-1.1056, -0.1819, -1.8455], [0.1785, -2.0314, -0.0102], [-1.4287, -1.5258, 0.4831], [1.0195, -0.1824, 0.9582], [0.7897, 0.1265, -0.7188], [-1.3537, 1.2889, -0.3339], [0.0495, 2.1112, 0.0523], [-0.7106, 2.7579, 1.9677], [-2.0076, 1.6102, 2.1488], [-0.2270, 0.0337, 2.7708], [-0.3865, 1.2903, 3.7786], [3.7727, 0.3416, 0.2557], [2.3152, 0.8653, 0.1420], [3.2061, 0.9425, -0.2319]]
}

{
  "formula": "C6H17NO4",
  "method": "ωB97M-V/def2-TZVPD",
  "charge": -1,
  "relative_energy_kcal_mol": 20.4,
  "spin_multiplicity": 2,
  "largest_force_ev_per_a": 4.8,
  "total_energy_ha": -594.39905,
  "homo_lumo_gap_ev": [2.88, 9.54],
  "species": ["C", "N", "C", "C", "C", "C", "C", "O", "H", "H", "H", "H", "H", "H", "H", "H", "H", "H", "H", "H", "H", "O", "H", "H", "O", "H", "H", "O"],
  "positions_angstrom": [[-2.7614, -1.0052, -0.5015], [-1.3535, -0.9527, 0.0961], [-1.2781, 0.0457, 1.2043], [0.0747, 0.7473, 1.0238], [0.0627, 1.7574, -0.0417], [1.2564, 2.4805, -0.1588], [-1.2599, -0.9666, 2.3315], [-0.3940, -0.9715, 3.1568], [-2.6062, -1.4802, -1.4559], [-3.3403, -1.6996, 0.1984], [-3.3070, -0.0776, -0.5345], [-0.9121, -0.4945, -0.7282], [-2.0780, 0.9778, 1.1988], [0.3228, 1.1626, 2.0022], [0.7752, -0.1067, 0.8391], [-0.7160, 1.7145, -0.7901], [2.0449, 2.5546, 0.5336], [1.4501, 3.0895, -1.0121], [-2.1763, -1.6405, 2.3533], [2.1012, -0.2905, -1.2650], [2.8835, -1.6893, -1.7879], [2.4227, -1.1989, -1.1062], [2.4550, -1.7339, 2.0033], [2.5231, -0.9068, 0.7000], [2.9614, -1.0611, 1.5484], [-0.1515, 0.1025, -3.6110], [0.6209, 1.2263, -3.3331], [0.3799, 0.4165, -2.8638]]
}

{
  "formula": "C6H17NS",
  "method": "ωB97M-V/def2-TZVPD",
  "charge": 0,
  "relative_energy_kcal_mol": 21.5,
  "spin_multiplicity": 1,
  "largest_force_ev_per_a": 1.7,
  "smiles": "CCCS.CCNC",
  "total_energy_ha": -691.70291,
  "homo_lumo_gap_ev": 8.66,
  "species": ["C", "C", "C", "S", "H", "H", "H", "H", "H", "H", "H", "C", "C", "N", "C", "H", "H", "H", "H", "H", "H", "H", "H", "H", "H"],
  "positions_angstrom": [[0.2473, -1.6726, 2.1081], [0.8084, -2.2656, 0.8070], [2.2416, -1.8653, 0.5573], [2.4808, -0.0416, 0.1388], [0.6974, -2.1852, 2.9632], [-0.8258, -1.8287, 2.2007], [0.5263, -0.6197, 2.1391], [0.7140, -3.3537, 0.8332], [0.1820, -1.9586, -0.0347], [2.7054, -2.4619, -0.2279], [2.8488, -1.9516, 1.4604], [-2.4202, 1.8859, -0.3499], [-1.1720, 0.9968, -0.1224], [0.0439, 1.3509, -0.8022], [-0.0628, 1.5486, -2.2557], [-2.6823, 1.9291, -1.4035], [-3.1990, 1.3982, 0.2365], [-2.2070, 2.8876, 0.0204], [-0.9693, 0.9596, 0.9512], [-1.4247, -0.0486, -0.3376], [1.1849, 0.4000, -0.5109], [0.5888, 2.1234, -0.4442], [-0.5452, 0.7125, -2.7649], [0.9228, 1.6354, -2.7097], [-0.6841, 2.4251, -2.4523]]
}